DFT (ωB97M-V with the def2-TZVPD basis set) results for a molecular structure, C2H5CuO2.

Results
- HOMO level (spin up / spin down): -6.30 / -6.34 eV
- Frontier orbital gap (spin up / spin down): 5.72 / 5.72 eV
- Electronic energy: -50883.32987 eV

Geometry as ORCA input:
```
! wB97M-V def2-TZVPD RIJCOSX def2/J DEFGRID3
* xyz 0 1
H -0.93 2.33 0.80
O -0.38 1.31 0.02
O 1.10 -1.18 1.15
C 0.42 -1.40 0.12
C -0.10 -0.38 -0.74
H 0.23 -2.45 -0.20
H 0.62 -0.10 -1.52
H -1.12 -0.62 -1.07
H 0.11 1.91 -0.55
Cu 0.06 0.57 1.98
*
```